<P>
C7H12O | ωB97M-V with the def2-TZVPD basis set

ORCA input file:
```
! wB97M-V def2-TZVPD RIJCOSX def2/J DEFGRID3
* xyz -1 2
O -3.301 2.559 -0.474
C -2.421 2.172 -1.271
C -0.987 1.861 -0.841
C -0.793 0.275 -0.824
C -0.843 -0.383 0.567
C 2.788 -1.751 1.030
C 1.643 -0.753 0.771
C 0.392 -1.163 0.948
H -2.764 1.953 -2.320
H -0.221 2.316 -1.477
H -0.663 2.080 0.185
H 0.196 0.054 -1.246
H -1.413 -0.189 -1.584
H -1.657 -1.111 0.527
H -1.157 0.325 1.323
H 2.330 -2.741 0.947
H 3.392 -1.721 0.119
H 3.300 -1.800 1.983
H 1.951 0.231 0.447
H 0.229 -2.213 1.188
*
```

## Properties
- HOMO-LUMO gap (alpha / beta): 0.0930 / 0.2393 hartree
- HOMO level (alpha / beta): 1.0 / -3.1 eV



<Q>
C7H12O | ωB97M-V with the def2-TZVPD basis set

ORCA input file:
```
! wB97M-V def2-TZVPD RIJCOSX def2/J DEFGRID3
* xyz -1 2
C -0.536 -1.836 0.468
O -0.456 -3.281 0.460
C 0.357 -1.195 -0.569
C -0.224 0.045 -1.235
C -0.401 1.236 -0.306
C -1.342 2.210 -0.572
C 1.719 1.469 1.045
C 0.378 1.290 0.919
H -1.569 -1.639 0.196
H -0.352 -1.490 1.481
H 0.468 -3.573 0.452
H 1.316 -0.930 -0.115
H 0.636 -1.901 -1.359
H 0.443 0.300 -2.078
H -1.217 -0.201 -1.606
H -1.982 2.201 -1.445
H -1.551 2.933 0.220
H 2.216 1.407 2.018
H 2.331 1.695 0.181
H -0.235 1.262 1.845
*
```

## Properties
- HOMO-LUMO gap (alpha / beta): 0.1135 / 0.2621 hartree
- HOMO level (alpha / beta): 0.6 / -3.6 eV



<R>
C7H12O | ωB97M-V with the def2-TZVPD basis set

ORCA input file:
```
! wB97M-V def2-TZVPD RIJCOSX def2/J DEFGRID3
* xyz -1 2
C -3.001 0.323 -0.574
C -3.537 0.090 0.668
C -0.549 0.430 -0.044
C -1.636 0.450 -0.923
C 3.318 0.622 -0.230
C 1.923 0.526 0.313
C 0.798 0.534 -0.469
H -3.695 0.434 -1.402
H -2.908 -0.073 1.530
H -4.607 0.038 0.800
H -0.737 0.339 1.022
H -1.430 0.599 -1.984
H 3.921 -0.264 0.006
H 3.878 1.473 0.173
H 3.298 0.724 -1.315
H 1.803 0.446 1.389
H 0.928 0.630 -1.551
H 0.684 -1.730 0.508
H 1.050 -3.169 0.919
O 0.500 -2.422 1.164
*
```

## Properties
- HOMO-LUMO gap (alpha / beta): 0.1579 / 0.2316 hartree
- HOMO level (alpha / beta): -0.5 / -2.5 eV



Verdict on stability: <R> comes out on top.



<P>
C24H25N3O3 | ωB97M-V with the def2-TZVPD basis set

ORCA input file:
```
! wB97M-V def2-TZVPD RIJCOSX def2/J DEFGRID3
* xyz 0 1
O -4.387 -2.467 0.145
C -5.438 -1.854 0.238
O -6.598 -2.525 0.361
C -5.585 -0.404 0.230
C -6.860 0.166 0.339
C -7.035 1.529 0.334
C -5.925 2.367 0.220
C -4.663 1.841 0.112
C -4.460 0.451 0.113
N -3.208 -0.056 0.004
N -2.130 0.727 -0.111
C -0.979 0.157 -0.216
C 0.185 0.957 -0.351
C 1.511 0.642 -0.525
N 2.127 -0.572 -0.712
C 3.135 -0.705 -1.742
C 4.212 -1.715 -1.298
O 3.741 -2.560 -0.275
C 2.430 -2.985 -0.534
C 1.431 -1.812 -0.455
C 2.292 1.885 -0.510
C 3.563 2.095 -0.138
C 4.498 1.144 0.451
C 4.076 0.200 1.388
C 4.983 -0.657 1.979
C 6.327 -0.588 1.649
C 6.762 0.359 0.736
C 5.858 1.225 0.150
C 1.336 2.998 -0.838
C 0.011 2.459 -0.295
H -6.412 -3.477 0.359
H -7.709 -0.493 0.427
H -8.025 1.950 0.419
H -6.061 3.439 0.217
H -3.793 2.471 0.025
H -3.112 -1.077 0.014
H -0.918 -0.933 -0.201
H 3.588 0.264 -1.941
H 2.657 -1.058 -2.671
H 4.525 -2.318 -2.166
H 5.086 -1.213 -0.884
H 2.380 -3.460 -1.527
H 2.194 -3.737 0.221
H 1.005 -1.753 0.549
H 0.622 -1.988 -1.182
H 3.946 3.105 -0.235
H 3.034 0.161 1.665
H 4.643 -1.382 2.702
H 7.034 -1.262 2.108
H 7.811 0.426 0.483
H 6.201 1.965 -0.560
H 1.631 3.946 -0.393
H 1.271 3.133 -1.921
H -0.857 2.764 -0.876
H -0.146 2.785 0.735
*
```

## Properties
- SMILES: O=C(O)c1ccccc1N/N=C/C1=C(N2CCOCC2)C(=C\c2ccccc2)/CC1
- HOMO-LUMO gap: 0.2583 hartree
- HOMO level: -6.9 eV



<Q>
C24H25N3O3 | ωB97M-V with the def2-TZVPD basis set

ORCA input file:
```
! wB97M-V def2-TZVPD RIJCOSX def2/J DEFGRID3
* xyz 0 1
C -2.186 -3.271 -1.536
O -2.730 -2.045 -1.965
C -1.892 -0.985 -2.127
C -2.482 0.200 -2.570
C -1.705 1.324 -2.764
C -0.344 1.289 -2.525
C 0.246 0.113 -2.073
N 1.623 0.130 -1.822
C 2.409 -0.831 -1.265
O 2.023 -1.941 -0.950
C 3.834 -0.362 -0.977
N 4.154 -0.442 0.444
C 4.696 -1.726 0.842
C 3.056 -0.067 1.322
C 2.286 1.153 0.825
O 2.821 2.096 0.281
N 0.952 1.058 1.072
C -0.077 1.949 0.743
C 0.172 3.177 0.140
C -0.875 4.002 -0.226
C -2.183 3.610 -0.006
C -2.437 2.396 0.605
C -1.401 1.558 1.001
C -1.730 0.290 1.679
C -1.151 -0.052 2.901
C -1.480 -1.241 3.527
C -2.394 -2.104 2.946
C -2.993 -1.762 1.745
C -2.668 -0.573 1.118
C -0.527 -1.026 -1.873
H -1.443 -3.649 -2.245
H -1.730 -3.182 -0.545
H -3.025 -3.964 -1.489
H -3.543 0.211 -2.757
H -2.164 2.239 -3.106
H 0.260 2.171 -2.678
H 2.057 1.029 -1.990
H 3.980 0.673 -1.296
H 4.535 -0.998 -1.520
H 4.985 -1.673 1.891
H 3.978 -2.547 0.714
H 5.586 -1.933 0.250
H 2.359 -0.909 1.480
H 3.493 0.196 2.293
H 0.618 0.190 1.474
H 1.190 3.478 -0.039
H -0.663 4.954 -0.690
H -3.003 4.248 -0.300
H -3.454 2.092 0.803
H -0.467 0.635 3.382
H -1.025 -1.491 4.474
H -2.646 -3.034 3.434
H -3.719 -2.422 1.294
H -3.130 -0.312 0.179
H -0.047 -1.923 -1.525
*
```

## Properties
- SMILES: COc1cccc(NC(=O)CN(C)CC(=O)Nc2ccccc2-c2ccccc2)c1
- HOMO-LUMO gap: 0.3249 hartree
- HOMO level: -8.1 eV



Verdict on stability: <Q> comes out on top.



<P>
C6H10O2 | ωB97M-V with the def2-TZVPD basis set

ORCA input file:
```
! wB97M-V def2-TZVPD RIJCOSX def2/J DEFGRID3
* xyz 0 1
C -2.252 -0.398 -0.397
C -0.049 0.571 0.354
C 0.541 -0.881 0.960
C 1.388 -1.210 -0.319
C 1.263 1.001 -0.324
C 0.237 2.033 0.049
H -2.764 0.477 0.311
H -2.302 -1.618 0.150
H -2.692 -0.311 -1.556
H -0.300 -1.571 0.822
H 0.888 -1.060 2.124
H 2.548 -1.291 -0.230
H 1.057 -2.091 -0.881
H 2.129 1.321 0.446
H 0.418 2.501 1.032
H -0.581 2.452 -0.559
O -0.858 0.136 -0.639
O 1.329 -0.061 -1.345
*
```

## Properties
- HOMO-LUMO gap: 0.3363 hartree
- HOMO level: -8.3 eV



<Q>
C6H10O2 | ωB97M-V with the def2-TZVPD basis set

ORCA input file:
```
! wB97M-V def2-TZVPD RIJCOSX def2/J DEFGRID3
* xyz 0 1
C -0.335 1.192 -2.557
C 0.286 1.968 0.746
C -0.147 -2.716 1.592
C 0.241 0.744 0.130
C -0.076 -1.199 1.601
C 0.233 -0.584 0.306
O 0.617 1.222 -1.470
O -0.243 -0.560 2.626
H 0.492 -1.232 -0.522
H -1.216 1.789 -2.314
H -0.622 0.155 -2.713
H 0.156 1.585 -3.446
H 0.804 2.066 1.689
H 0.800 2.169 -0.945
H -0.511 2.676 0.528
H 0.824 -3.134 1.315
H -0.428 -3.077 2.579
H -0.874 -3.063 0.855
*
```

## Properties
- HOMO-LUMO gap (alpha / beta): 0.3083 / 0.3084 hartree
- HOMO level (alpha / beta): -7.8 / -7.8 eV



Verdict on stability: <Q> comes out on top.